Density functional theory data (the ωB97M-V functional and the def2-TZVPD basis) for a cluster of 2 separate species, C5H14NO2S in total in a non-equilibrium geometry.

Geometry as XYZ:
```
23
C5H14NO2S, DFT the ωB97M-V functional and the def2-TZVPD basis
C -1.066 -1.572 0.554
O -1.276 -0.498 1.394
C 0.367 -1.497 -0.060
C 0.467 -0.568 -1.353
C -0.190 0.792 -1.088
S 0.669 2.412 -1.170
C 2.180 2.147 -0.230
N 1.362 -1.149 0.952
H -1.290 -2.540 1.066
H -1.785 -1.455 -0.296
H 0.733 -2.437 -0.473
H 1.522 -0.480 -1.665
H -0.053 -1.002 -2.216
H -0.665 0.778 -0.121
H -0.979 0.959 -1.840
H 2.699 3.109 -0.111
H 1.936 1.720 0.770
H 2.835 1.429 -0.714
H 1.245 -1.777 1.752
H 0.946 -0.310 1.393
H -2.663 0.096 0.975
H -3.435 1.255 1.589
O -3.559 0.590 0.891
```

Properties
HOMO level in Ha: -0.135
Maximum force in eV/A: 1.47
M in g/mol: 152.24
LUMO level in eV: 3.2
Total charge: -1
HOMO-LUMO gap in eV: 6.908
Energy relative to the best compared isomer or geometry (same formula, charge and spin) in eV: 0.270
Multiplicity: 1

natural (NBO) population analysis, charges in e, atoms 1 to 5: -0.069, -0.965, -0.063, -0.417, -0.556



Density functional theory data (the ωB97M-V functional and the def2-TZVPD basis) for a cluster of 2 separate species, C4H9NO2 in total.

Geometry as XYZ:
```
16
C4H9NO2, DFT the ωB97M-V functional and the def2-TZVPD basis
C -2.489 0.599 0.565
C -1.963 -0.833 0.498
N 1.505 0.307 0.124
C 1.098 1.186 0.881
O 0.611 1.887 1.681
O 2.344 0.643 -0.937
C 2.943 -0.557 -1.402
H -2.522 1.055 -0.431
H -3.502 0.631 0.980
H -1.851 1.227 1.196
H -1.933 -1.291 1.494
H -2.602 -1.460 -0.134
H -0.948 -0.864 0.085
H 3.555 -0.254 -2.253
H 3.575 -1.003 -0.628
H 2.178 -1.273 -1.720
```

Properties
HOMO level in Ha: -0.358
Maximum force in eV/A: 0.90
M in g/mol: 103.12
LUMO level in eV: 0.5
Structure (SMILES): CON=C=O.CC
HOMO-LUMO gap in eV: 10.218
Energy relative to the best compared isomer or geometry (same formula, charge and spin) in eV: 3.670
Multiplicity: 1

natural (NBO) population analysis, charges in e, atoms 1 to 5: -0.610, -0.611, -0.337, 0.846, -0.469



Density functional theory data (the ωB97M-V functional and the def2-TZVPD basis) for a structure of composition C27H20F9N7O3PRu.

Geometry as XYZ:
```
68
C27H20F9N7O3PRu, DFT the ωB97M-V functional and the def2-TZVPD basis
Ru -0.113 -0.196 -0.066
O -1.902 0.829 -0.768
C -2.503 1.777 -0.196
C -3.239 2.719 -1.000
C -3.844 3.790 -0.429
C -3.762 3.978 0.966
C -3.110 3.056 1.785
C -2.501 1.945 1.253
C -1.903 0.930 2.107
N -1.063 -0.037 1.758
C -0.783 -0.782 2.876
C -1.460 -0.253 3.928
N -2.166 0.806 3.424
H -3.232 2.557 -2.069
H -4.361 4.517 -1.039
H -4.208 4.856 1.414
H -3.064 3.251 2.848
H -0.120 -1.628 2.841
H -1.506 -0.538 4.963
H -2.804 1.383 3.946
O 0.907 -2.105 0.449
N 2.069 -2.036 0.971
N 2.444 -0.842 1.173
O 1.678 0.175 0.849
C 3.738 -0.552 1.751
C 4.155 0.766 1.774
C 5.403 1.051 2.312
C 6.201 0.036 2.812
C 5.754 -1.280 2.784
C 4.514 -1.588 2.254
H 3.517 1.550 1.390
H 5.745 2.077 2.335
H 7.172 0.267 3.229
H 6.375 -2.073 3.178
H 4.158 -2.607 2.225
N 5.063 0.916 -3.594
C 3.950 0.650 -3.516
C 2.555 0.313 -3.409
C 1.772 0.088 -4.536
C 0.436 -0.228 -4.360
C -0.065 -0.336 -3.080
N 0.698 -0.136 -1.996
C 1.978 0.211 -2.153
H 2.205 0.173 -5.523
H -0.216 -0.390 -5.206
H -1.104 -0.569 -2.900
H 2.539 0.443 -1.258
F 0.435 2.209 -0.706
P 0.760 3.577 0.227
F -0.794 4.003 0.013
F 0.300 2.690 1.525
F 1.163 4.342 -1.108
F 2.263 3.048 0.416
F 1.015 4.845 1.144
F -5.093 -5.379 -0.915
C -4.125 -5.180 -1.817
F -4.711 -4.892 -2.988
F -3.452 -6.325 -1.966
C -3.210 -4.051 -1.397
C -1.869 -4.072 -1.733
C -1.083 -2.998 -1.358
N -1.570 -1.942 -0.698
C -2.865 -1.938 -0.371
C -3.721 -2.971 -0.698
H -1.436 -4.907 -2.265
H -0.024 -2.983 -1.574
H -3.221 -1.078 0.178
H -4.761 -2.934 -0.407
```

Properties
HOMO level (alpha / beta) in Ha: -0.424 / -0.424
Maximum force in eV/A: 0.15
M in g/mol: 793.53
LUMO level (alpha / beta) in eV: -3.2 / -6.0
Total charge: +1
HOMO-LUMO gap (alpha / beta) in eV: 8.375 / 5.552
Energy relative to the best compared isomer or geometry (same formula, charge and spin) in eV: 0.000
Multiplicity: 5
<S²>: 6.0510

natural (NBO) population analysis, charges in e, atoms 1 to 5: 1.376, -0.622, 0.569, -0.187, -0.190



Which formula does entry 2 have? C4H9NO2



Repeat the second record exactly.
Density functional theory data (the ωB97M-V functional and the def2-TZVPD basis) for a cluster of 2 separate species, C4H9NO2 in total.

Geometry as XYZ:
```
16
C4H9NO2, DFT the ωB97M-V functional and the def2-TZVPD basis
C -2.489 0.599 0.565
C -1.963 -0.833 0.498
N 1.505 0.307 0.124
C 1.098 1.186 0.881
O 0.611 1.887 1.681
O 2.344 0.643 -0.937
C 2.943 -0.557 -1.402
H -2.522 1.055 -0.431
H -3.502 0.631 0.980
H -1.851 1.227 1.196
H -1.933 -1.291 1.494
H -2.602 -1.460 -0.134
H -0.948 -0.864 0.085
H 3.555 -0.254 -2.253
H 3.575 -1.003 -0.628
H 2.178 -1.273 -1.720
```

Properties
HOMO level in Ha: -0.358
Maximum force in eV/A: 0.90
M in g/mol: 103.12
LUMO level in eV: 0.5
Structure (SMILES): CON=C=O.CC
HOMO-LUMO gap in eV: 10.218
Energy relative to the best compared isomer or geometry (same formula, charge and spin) in eV: 3.670
Multiplicity: 1

natural (NBO) population analysis, charges in e, atoms 1 to 5: -0.610, -0.611, -0.337, 0.846, -0.469